Entry 1:
Computed, not measured: a 2-piece molecular cluster, H3OP overall in a non-equilibrium geometry, with wB97M-V/def2-TZVPD.

For the lowest unoccupied orbital energy, the calculation gives -0.181 eV. The energy relative to the best compared isomer or geometry (same formula, charge and spin) comes out at 198.2 kJ/mol. The value obtained for the calculated total energy is -11382.2226 eV. The HOMO energy comes out at -9.069 eV. The total charge is 0. The gap between HOMO and LUMO comes out at 0.3267 hartree.

Atoms and positions in Å:
P -0.59 0.30 -0.64
O 0.93 0.43 -0.10
H -0.21 -0.98 -1.05
H 1.01 1.06 0.65
H -1.14 -0.80 1.14

***

Entry 2:
Computed, not measured: one molecule with the formula C8H18OSi in a non-equilibrium geometry, with wB97M-V/def2-TZVPD.

For the lowest unoccupied orbital energy, the calculation gives 0.903 eV. The energy relative to the best compared isomer or geometry (same formula, charge and spin) comes out at 258.6 kJ/mol. The value obtained for the calculated total energy is -18510.4944 eV. The HOMO energy comes out at -9.786 eV. The total charge is 0. The SMILES is C=C[C@@](CC)(O[SiH3])C(C)C. The gap between HOMO and LUMO comes out at 0.3928 hartree.

Atoms and positions in Å:
Si 1.79 -2.14 0.70
O 0.62 -1.34 0.02
C -1.90 -1.25 -1.08
C -0.02 0.22 -0.17
C -0.51 0.12 2.35
C 1.17 1.15 -0.48
C -2.00 1.17 -1.65
C -1.04 0.02 -1.34
C -0.66 0.68 1.14
C 2.17 1.19 0.66
H 0.60 2.13 -0.67
H -0.81 0.49 3.36
H 2.05 -1.40 1.96
H 2.81 -2.32 -0.34
H -2.60 -0.96 -0.27
H -1.21 -2.08 -0.73
H -1.03 1.71 1.18
H -2.47 0.89 -2.53
H 1.82 1.52 1.59
H -2.35 -1.64 -2.03
H 1.65 0.71 -1.45
H -1.59 2.26 -1.75
H 0.04 -0.84 2.40
H 1.10 -3.38 0.70
H 2.57 0.26 0.92
H -0.49 -0.07 -2.26
H 3.10 1.75 0.53
H -2.82 1.17 -0.77

***

Entry 3:
Computed, not measured: a 5-piece molecular cluster, C15H28Br10N overall in a non-equilibrium geometry, with wB97M-V/def2-TZVPD.

For the lowest unoccupied orbital energy, the calculation gives -2.863 eV. The value obtained for the calculated total energy is -717916.3528 eV. The HOMO energy comes out at -11.702 eV. The total charge is +1. The gap between HOMO and LUMO comes out at 0.3248 hartree.

Atoms and positions in Å:
Br 1.25 -8.55 -6.24
Br 2.84 9.71 2.92
Br -0.34 -1.86 1.70
Br -2.99 -4.87 -2.93
Br 0.15 -3.18 -3.89
Br -1.45 -7.86 -3.82
Br 1.43 7.23 0.58
Br 2.62 3.81 3.25
Br -3.71 0.25 -1.10
Br -0.12 4.45 5.65
N -0.35 1.32 0.50
C -0.19 -9.35 -3.89
C 3.39 7.87 2.57
C 0.26 2.41 1.36
C 1.18 -8.88 -4.32
C -0.92 -4.47 -4.88
C -2.39 -4.23 -4.67
C 1.17 2.98 5.58
C -1.74 -1.41 0.35
C -2.27 -0.10 0.23
C -2.33 2.54 1.05
C -1.68 1.05 1.19
C -2.27 -2.58 -0.61
C -1.01 3.43 1.44
C 3.28 7.54 1.10
C 2.54 3.47 5.17
H 3.67 8.32 0.45
H 2.83 4.40 5.67
H -3.37 -2.81 -0.48
H -2.98 -4.80 -5.40
H 1.50 -7.96 -3.82
H -0.59 1.68 -0.44
H -2.67 -3.18 -4.73
H 3.80 6.60 0.88
H -1.61 0.80 2.30
H -1.59 -3.49 -0.50
H -2.65 2.81 0.00
H 1.20 2.59 6.60
H 3.29 2.71 5.36
H -2.09 -2.20 -1.68
H 2.77 7.23 3.20
H 1.93 -9.66 -4.14
H 4.43 7.82 2.90
H 0.77 2.23 4.91
H -0.61 -10.09 -4.56
H -0.74 4.18 0.62
H 0.27 0.52 0.33
H -1.02 3.87 2.49
H 0.39 1.86 2.35
H 1.22 2.79 0.91
H -0.16 -9.75 -2.88
H -0.65 -4.33 -5.92
H -3.14 2.58 1.84
H -0.60 -5.46 -4.56

***

Entry 4:
Computed, not measured: a 7-piece molecular cluster, C21H21F7O21 overall in a non-equilibrium geometry, with wB97M-V/def2-TZVPD.

For the lowest unoccupied orbital energy, the calculation gives -0.566 eV. The energy relative to the best compared isomer or geometry (same formula, charge and spin) comes out at 369.6 kJ/mol. The value obtained for the calculated total energy is -84135.3526 eV. The HOMO energy comes out at -10.713 eV. The total charge is 0. The SMILES is O=C1OC[C@@H](F)O1.O=C1OC[C@@H](F)O1.O=C1OC[C@@H](F)O1.O=C1OC[C@@H](F)O1.O=C1OC[C@@H](F)O1.O=C1OC[C@@H](F)O1.O=C1OC[C@@H](F)O1. The gap between HOMO and LUMO comes out at 0.3729 hartree.

Atoms and positions in Å:
F -0.11 -2.14 0.10
F -7.02 1.40 -2.08
F 3.23 -0.42 -1.23
F 2.09 4.92 -3.08
F 2.74 2.22 3.70
F -0.63 0.80 6.16
F -4.95 -5.22 -1.73
O 4.55 0.38 3.23
O -3.54 -2.10 0.60
O 0.73 2.04 0.10
O 0.10 -0.08 0.74
O 4.49 2.39 2.30
O 5.82 -3.29 -2.12
O -5.82 0.44 -3.72
O -0.68 0.74 -1.13
O 4.35 5.26 -2.76
O -0.78 4.20 3.73
O 4.62 4.14 -0.86
O -3.33 -4.41 0.86
O -4.73 -0.44 -1.97
O 0.08 2.20 3.65
O 4.24 -1.74 -2.62
O -1.69 2.45 4.98
O -3.49 0.61 -3.69
O 3.82 -3.33 -1.19
O 6.43 1.72 3.25
O -3.59 -3.51 -1.16
O 5.97 5.93 -1.33
C -0.34 0.90 3.86
C 0.12 0.95 -0.12
C -1.47 -0.37 -0.87
C -3.54 -3.25 0.13
C -0.86 3.05 4.07
C -6.15 -0.74 -1.79
C -6.81 0.25 -2.75
C -0.86 -1.04 0.40
C 2.58 -2.70 -1.35
C 3.17 1.93 2.42
C -1.32 1.09 5.00
C 3.42 0.46 2.36
C -3.74 -4.92 -1.36
C 5.07 5.17 -1.62
C -4.57 0.21 -3.18
C 3.42 3.69 -1.51
C -3.43 -5.53 0.07
C 4.68 -2.87 -2.05
C 3.36 4.37 -2.89
C 5.25 1.54 3.01
C 2.97 -1.40 -2.17
H 2.13 -2.65 -0.36
H -1.41 -1.02 -1.74
H -4.15 -6.27 0.40
H -6.25 -1.72 -2.25
H -2.46 -6.04 0.01
H 0.39 0.26 4.35
H 2.53 2.46 1.71
H 2.71 4.09 -0.79
H -0.89 0.50 3.00
H 1.88 -3.28 -1.96
H -3.05 -5.30 -2.12
H 2.64 -0.22 2.71
H -6.55 -0.86 -0.78
H 2.25 -1.04 -2.90
H -1.60 -1.26 1.17
H -2.51 -0.04 -0.82
H 3.50 0.09 1.34
H 3.25 2.63 -1.67
H 3.63 3.59 -3.61
H -2.11 0.34 5.01
H -7.76 -0.17 -3.07